(1)
Molecular formula: C6H9MgO4
Method: DFT, ωB97M-V/def2-TZVPD

Positions of all 20 atoms, in Å:
H (-1.59261, -2.22976, 0.73575)
H (0.39704, -0.69023, -0.39826)
C (-0.85917, 0.74428, 0.39663)
O (1.79835, -0.75571, 0.86958)
H (0.26270, -0.97396, 1.74913)
H (-2.02882, -1.49904, 2.37135)
C (2.66926, -0.78339, -0.09803)
C (0.36456, -0.64534, 0.70199)
C (-1.99548, -0.04760, 0.83187)
O (3.66489, -0.00200, 0.01458)
O (2.47287, -1.34244, -1.22131)
H (-0.42459, 1.43163, 1.13511)
Mg (4.32275, -0.75011, -1.72837)
H (-1.35912, 0.69578, -1.70031)
C (-1.76562, -1.32518, 1.32310)
C (-1.09999, 1.44151, -0.92773)
O (0.05131, 2.16953, -1.30788)
H (-1.96323, 2.12090, -0.82014)
H (-2.95171, 0.13533, 0.33077)
H (0.03662, 2.30581, -2.25782)

Atoms 1-2, force components in eV/Å:
H -0.13 0.26 0.00
H -1.84 -2.68 0.37

- energy above the lowest of the compared OMol25 structures with the same formula, charge and spin (eV) = 5.3150
- total charge = +1
- HOMO-LUMO gap (alpha / beta) (eV) = 3.16 / 3.03

The natural (NBO) scheme yields these atomic charges, measured in e: H 0.2079; H 0.2390; C -0.2491; O -0.5112; H 0.2812; H 0.2073; C 0.9746; C -0.1555; C -0.1878; O -0.8401; O -0.8732; H 0.2376; Mg 1.8147; H 0.1667; C -0.3792; C -0.0862; O -0.7234; H 0.1976; H 0.2036; H 0.4753



(2)
Molecular formula: C4H12N2
Method: DFT, ωB97M-V/def2-TZVPD

Positions of all 18 atoms, in Å:
C (-0.41680, -1.74448, -1.89152)
H (-1.49526, 1.83667, 1.94909)
H (-0.67757, 1.11198, -2.28497)
H (1.02079, -0.63221, -0.83370)
N (-0.01600, 0.30520, 1.56355)
C (-0.86509, 1.18881, 1.30217)
H (-0.55228, -1.51139, -2.94697)
H (0.46284, -0.35604, 3.55878)
C (0.82949, 0.29106, 2.74612)
H (0.30706, -2.56770, -1.77221)
H (0.87912, 1.29919, 3.15510)
H (-1.35653, -2.02226, -1.38393)
H (1.85708, 0.01977, 2.49426)
H (1.12293, 1.20199, -1.89433)
H (-1.16509, 1.27393, 0.23362)
H (0.47594, 0.20945, -3.16431)
N (0.06834, -0.53937, -1.16704)
C (0.26306, 0.56813, -2.14219)

Atoms 1-2, force components in eV/Å:
C 0.37 0.34 1.61
H 0.89 -0.12 0.23

- energy above the lowest of the compared OMol25 structures with the same formula, charge and spin (eV) = 2.3319
- total charge = -1
- multiplicity = 2
- ⟨S²⟩ = 0.751
- HOMO-LUMO gap (alpha / beta) (eV) = 2.73 / 8.29

The natural (NBO) scheme yields these atomic charges, measured in e: C -0.4562; H 0.1155; H 0.1734; H 0.3510; N -0.4812; C -0.3085; H 0.1719; H 0.1765; C -0.6545; H 0.1754; H 0.1395; H 0.1857; H 0.1637; H 0.1883; H 0.1371; H 0.1349; N -0.6118; C -0.6006



(3)
Molecular formula: C61H46NO6P3ReS
Method: DFT, ωB97M-V/def2-TZVPD

Positions of all 119 atoms, in Å:
Re (-0.08726, -0.46181, 0.48202)
C (3.75534, -0.97164, -5.14743)
C (0.50240, 2.83589, 0.30968)
C (-3.69248, 1.03218, -1.16288)
C (-1.37539, -1.83434, 5.45460)
C (-4.78514, -1.66525, 1.71081)
H (2.33309, 5.61555, -0.15885)
H (-1.33460, -1.42035, 6.45436)
C (-0.24016, -1.19169, -4.53089)
C (-1.61454, 2.08755, 2.02579)
C (4.33290, 2.52216, -1.44470)
H (0.03985, -4.87447, 4.73504)
C (5.19503, 3.68174, 0.47837)
H (-3.55859, -0.02704, -1.31950)
H (2.27097, -2.67302, -1.50812)
H (-1.43642, 0.03147, 4.45497)
C (-1.84860, 3.39810, 2.39839)
H (1.62653, -2.81532, 4.97040)
C (-5.68548, -3.00195, -0.07260)
C (-3.05446, 3.73563, 2.99194)
C (3.09133, 0.04620, -3.07578)
H (6.66641, -2.50853, 0.74921)
C (-0.90775, -4.00034, 2.92690)
C (-0.01144, -3.18919, 1.99959)
C (2.48787, 1.07303, -5.16695)
C (5.07462, -1.36421, -0.10809)
C (3.82800, -1.41659, -0.72002)
O (0.27606, -4.65133, 0.15512)
H (1.91251, 1.83151, -3.24071)
H (1.71713, 5.11907, -2.50051)
H (3.16618, 0.05965, -6.93070)
C (0.58213, 3.37441, -2.01448)
H (-0.41370, -0.61786, -6.58951)
C (-2.57468, 1.09418, 2.22780)
C (3.13790, 0.05251, -5.84938)
O (1.80892, -0.74046, 1.47557)
H (-6.71325, -2.58540, 1.76639)
H (5.73797, 4.51604, 0.90278)
C (-2.57228, 1.85971, -1.09384)
C (-1.46697, -1.04898, 4.38014)
H (-5.82743, 0.90989, -1.11474)
H (4.86281, 2.73190, 2.37744)
C (4.70402, 2.68211, 1.30820)
H (-4.15551, 4.84067, -0.84761)
H (-1.66567, 2.31359, -3.73774)
P (2.98562, 0.07155, -1.27310)
H (-1.34553, 1.61456, -6.07504)
C (-4.00972, 2.75547, 3.21814)
C (0.88695, -2.99341, 4.20468)
H (4.24770, -1.77580, -5.67685)
H (-1.08563, 4.14755, 2.22805)
H (5.58818, -4.67777, 0.31918)
C (-0.38884, -0.79766, -3.21148)
C (2.44540, 1.05985, -3.78438)
H (4.25602, -1.75569, -3.21576)
C (5.00308, 3.60448, -0.89348)
C (-1.59446, -1.67352, 3.02454)
C (-4.02802, 3.76843, -0.91252)
C (-3.77850, 1.44360, 2.83359)
H (-1.09464, -5.01353, 2.58476)
C (-2.74801, 3.23701, -0.97452)
H (0.31168, 3.18275, -3.04313)
H (4.20850, 2.45021, -2.51664)
C (5.09464, -3.76505, 0.01413)
H (-3.24147, 4.75752, 3.29085)
C (0.95810, -2.40594, 2.90554)
H (-4.39291, -3.34806, -1.74868)
C (-2.63687, -3.47774, 4.45500)
C (0.12233, -3.51273, 0.50772)
C (1.28262, 3.92871, 0.63304)
H (-4.53110, 0.69294, 3.02068)
H (-2.93510, -3.31895, 2.31041)
C (-4.96648, 1.56400, -1.06988)
H (3.38300, -4.77192, -0.81240)
C (-4.50711, -2.85887, -0.79087)
C (-3.62403, -1.46711, 0.96204)
C (3.22670, -2.64738, -0.99727)
C (3.84040, 1.51950, -0.61312)
C (-5.81461, -2.42706, 1.18581)
H (-4.86872, -1.26078, 2.71096)
C (3.74854, -0.97151, -3.75993)
H (3.62647, 0.82617, 1.41366)
C (-0.55301, -0.31569, -5.56030)
H (5.54626, -0.41204, 0.09141)
H (0.11577, -2.18696, -4.76033)
C (-3.46997, -2.09891, -0.27301)
H (-6.50389, -3.57617, -0.48480)
C (2.13701, -1.58449, 2.40261)
H (-2.53300, -2.00910, -0.81241)
H (-0.14673, -1.47689, -2.40274)
O (-0.03091, -2.46777, -0.25451)
C (3.85467, -3.81835, -0.61366)
C (-5.13608, 2.93503, -0.93812)
P (-0.93141, 1.07313, -1.23022)
C (1.71836, 4.75751, -0.38985)
H (1.54293, 4.10808, 1.66845)
N (-0.28886, -1.83904, 2.33918)
H (-1.44408, -3.84538, 6.26099)
C (-1.06437, 0.94361, -5.27441)
O (3.22070, -1.73067, 2.89717)
S (0.06351, 1.61883, 1.53157)
H (-3.65041, -3.57758, 4.80736)
H (-6.13045, 3.35752, -0.88858)
H (-4.94164, 3.01171, 3.70333)
C (-0.27374, -3.90102, 4.35188)
O (0.86658, 1.79772, 2.72593)
O (1.47166, 0.16735, -0.99321)
C (-1.41924, -3.34865, 5.29596)
C (-2.19783, -3.15331, 3.08927)
C (-0.84828, 0.48718, -2.92888)
H (2.01298, 1.87629, -5.71465)
H (5.38840, 4.38107, -1.54059)
C (1.37257, 4.47473, -1.70272)
C (4.01660, 1.60680, 0.76976)
C (5.70332, -2.54453, 0.25963)
C (0.14951, 2.52982, -1.00331)
C (-1.23082, 1.34667, -3.96034)
P (-2.20033, -0.58088, 1.62653)
H (-1.89807, 3.90556, -0.94857)

Atoms 1-2, force components in eV/Å:
Re 3.96 -2.74 2.33
C -0.02 -0.02 -0.08

- energy above the lowest of the compared OMol25 structures with the same formula, charge and spin (eV) = 4.3762
- total charge = +2
- multiplicity = 4
- ⟨S²⟩ = 3.776
- HOMO-LUMO gap (alpha / beta) (eV) = 5.70 / 6.30

Löwdin atomic charge list, values in e, 99 entries: Re 1.2617; C -0.0484; C -0.3609; C -0.0944; C 0.0099; C -0.0845; H 0.1249; H 0.1291; C -0.0480; C -0.3393; C -0.0630; H 0.1628; C -0.0571; H 0.0787; H 0.1081; H 0.1139; C -0.0377; H 0.1447; C -0.0362; C -0.0184; C -0.2572; H 0.1171; C -0.0645; C -0.1543; C -0.0680; C -0.0528; C -0.3000; O 0.1421; H 0.0770; H 0.1262; H 0.1160; C -0.0742; H 0.1201; C -0.3277; C -0.0551; O -0.1666; H 0.1204; H 0.1154; C -0.3389; C -0.0218; H 0.1172; H 0.1187; C -0.0509; H 0.1173; H 0.1127; P 0.9311; H 0.1180; C -0.0235; C 0.1232; H 0.1159; H 0.1241; H 0.1161; C -0.0831; C -0.0973; H 0.1071; C -0.0659; C -0.3499; C -0.0497; C -0.0407; H 0.1711; C -0.0723; H 0.1024; H 0.1031; C -0.0441; H 0.1259; C -0.1461; H 0.1222; C 0.0488; C -0.5282; C -0.0384; H 0.0978; H 0.1313; C -0.0464; H 0.1167; C -0.0375; C -0.3658; C -0.0921; C -0.2621; C -0.0424; H 0.1053; C -0.0466; H 0.1011; C -0.0552; H 0.1095; H 0.1205; C -0.1163; H 0.1207; C -0.5120; H 0.0883; H 0.0781; O -0.1868; C -0.0473; C -0.0486; P 1.0226; C -0.0321; H 0.1291; N -0.0696; H 0.1489; C -0.0572



(4)
Molecular formula: C7H17NO2
Method: DFT, ωB97M-V/def2-TZVPD

Positions of all 27 atoms, in Å:
H (0.39900, -0.66961, -2.80223)
C (0.49964, 0.90025, -1.32269)
H (2.49558, 0.68993, -2.12164)
C (-1.77288, -0.01462, 2.18849)
C (2.01681, 0.85608, -1.15871)
H (0.28781, -1.24081, -1.13757)
H (-0.40149, -2.89319, 1.12909)
H (2.30167, 0.04383, -0.49382)
H (-1.89672, -2.15915, 0.50068)
H (-2.38606, -0.41089, 3.00163)
H (-2.42132, 0.20391, 1.33550)
H (2.38776, 1.79353, -0.74863)
H (-1.29190, 0.90141, 2.51696)
O (1.39831, -1.51913, 1.45197)
C (-0.01272, -0.44910, -1.81938)
H (-1.83070, -2.74437, 2.17907)
H (1.82231, 0.61788, 2.16920)
O (0.86248, 0.51665, 2.23085)
C (0.54800, -0.73151, 1.80144)
H (0.44262, 2.98083, -1.91841)
H (0.05012, 1.10572, -0.34444)
H (-1.09848, -0.44651, -1.89611)
H (-0.98849, 2.06047, -2.38528)
C (-1.25719, -2.27037, 1.37939)
N (-0.77309, -0.98233, 1.81233)
C (0.09380, 2.01657, -2.28177)
H (0.52515, 1.84452, -3.26591)

Atoms 1-2, force components in eV/Å:
H 0.04 -0.05 -0.15
C 0.08 -0.04 -0.20

- energy above the lowest of the compared OMol25 structures with the same formula, charge and spin (eV) = 0.0000
- SMILES = CN(C)C(=O)O.CC(C)C
- HOMO-LUMO gap (eV) = 10.26

The natural (NBO) scheme yields these atomic charges, measured in e: H 0.2009; C -0.2149; H 0.2005; C -0.4083; C -0.6128; H 0.2156; H 0.2475; H 0.2210; H 0.1933; H 0.1935; H 0.1919; H 0.2004; H 0.2373; O -0.6715; C -0.6084; H 0.1927; H 0.5067; O -0.7097; C 0.8878; H 0.2047; H 0.1893; H 0.1991; H 0.2030; C -0.4119; N -0.4461; C -0.6006; H 0.1992



(5)
Molecular formula: C2H6N2
Method: DFT, ωB97M-V/def2-TZVPD

Positions of all 10 atoms, in Å:
C (-0.65346, -1.44028, -0.63274)
H (0.07011, -2.15277, -1.01146)
C (-0.07933, 0.60227, 0.53906)
N (0.87429, 1.32702, 0.96937)
N (-0.14576, -0.06793, -0.68858)
H (-0.85342, -1.70827, 0.40401)
H (-0.91697, 0.39330, 1.20304)
H (0.74964, 0.07344, -1.13275)
H (1.50882, 1.52276, 0.18900)
H (-1.55808, -1.54009, -1.20633)

Atoms 1-2, force components in eV/Å:
C 0.19 0.25 0.14
H 0.21 -0.04 -0.09

- energy above the lowest of the compared OMol25 structures with the same formula, charge and spin (eV) = 1.1065
- SMILES = [H]/N=C\NC
- HOMO-LUMO gap (eV) = 10.25

The natural (NBO) scheme yields these atomic charges, measured in e: C -0.4106; H 0.2020; C 0.2903; N -0.6792; N -0.6321; H 0.1961; H 0.1563; H 0.3687; H 0.3131; H 0.1953



(6)
Molecular formula: C20H28N4O4
Method: DFT, ωB97M-V/def2-TZVPD

Positions of all 56 atoms, in Å:
H (-3.19847, 3.14595, -0.73735)
H (-1.47699, -0.22838, 2.18404)
H (-0.84177, 3.33533, -1.45436)
N (-0.63623, 1.35789, -2.06005)
C (-1.31946, 0.96305, -4.38956)
C (3.13530, -0.22772, 5.81895)
O (2.41927, -0.59534, 2.60107)
H (-0.79727, 3.38864, -6.69383)
C (-0.86272, 0.44630, -3.06088)
O (-0.65283, -0.74791, -2.90779)
H (-0.07530, 2.70760, -4.43538)
H (3.99643, 0.04345, 6.43099)
H (4.19279, -4.21885, 4.92589)
O (1.99515, -3.31959, 6.18666)
H (-1.79808, -0.35065, -0.33286)
H (2.24467, -0.19959, 6.44966)
C (3.32321, -1.62226, 5.22340)
C (-0.65629, -0.09938, 1.47147)
C (-1.47123, 2.54248, -1.87131)
H (-0.59172, -2.18544, 0.90619)
H (0.07851, -2.62706, 3.11105)
H (0.03217, 0.63147, 1.90678)
N (0.58060, -1.92643, 2.59068)
C (-2.11166, 1.72830, -6.96764)
C (-0.80452, 2.11230, -4.96948)
H (-2.95477, 1.36768, 1.03690)
C (-2.22819, 0.18935, -5.10876)
H (-3.48853, 1.90502, -8.44258)
C (-1.20735, 2.49285, -6.24205)
H (3.45824, -2.38233, 7.26807)
C (-0.09576, 0.83622, -0.81045)
C (3.33792, -2.75535, 6.25048)
N (1.41318, -2.94018, 4.99819)
O (-3.55157, -0.12394, -7.10574)
H (0.92268, -1.32836, 0.64548)
C (-2.62443, 2.23422, -0.91932)
H (4.21720, -1.64084, 4.59821)
C (4.33752, -3.85026, 5.94296)
C (2.12078, -2.04785, 4.43372)
H (5.35507, -3.46542, 6.02994)
C (1.72016, -1.44909, 3.12572)
H (0.51402, 1.62319, -0.35315)
C (0.07553, -1.43002, 1.32297)
H (-2.23534, 2.98989, -8.53719)
H (-1.84883, 2.88641, -2.82830)
C (-2.63150, 0.57355, -6.36945)
H (-2.60327, -0.72755, -4.66742)
C (-1.21158, 0.43685, 0.15650)
N (-2.50563, 2.05637, -8.26614)
H (-1.54342, 2.40900, 0.93551)
H (3.02648, 0.51102, 5.02639)
H (-3.82663, -0.90488, -6.61561)
H (4.21881, -4.68361, 6.63406)
H (-3.29679, 1.52117, -1.40749)
H (0.54902, -0.00342, -1.05138)
C (-2.11657, 1.64614, 0.39357)

Atoms 1-2, force components in eV/Å:
H 0.00 0.00 0.00
H 0.00 0.00 0.00

- energy above the lowest of the compared OMol25 structures with the same formula, charge and spin (eV) = 1.8138
- SMILES = C[C@@H]1ON=C(C(=O)NCC[C@H]2CCCN(C(=O)c3ccc(N)c(O)c3)C2)[C@H]1C
- HOMO-LUMO gap (eV) = 8.78

The natural (NBO) scheme yields these atomic charges, measured in e: H 0.2123; H 0.2016; H 0.1910; N -0.4441; C -0.1562; C -0.6014; O -0.6248; H 0.2094; C 0.6761; O -0.6260; H 0.2198; H 0.2115; H 0.2147; O -0.3602; H 0.2069; H 0.2088; C -0.2943; C -0.3898; C -0.2140; H 0.2035; H 0.4173; H 0.2129; N -0.5970; C 0.1049; C -0.1918; H 0.2105; C -0.2622; H 0.3864; C -0.2521; H 0.1955; C -0.2205; C 0.0765; N -0.0745; O -0.6890; H 0.2161; C -0.4093; H 0.2366; C -0.6271; C 0.1005; H 0.2135; C 0.6350; H 0.1936; C -0.2197; H 0.3716; H 0.2256; C 0.3220; H 0.2249; C -0.2357; N -0.7919; H 0.1944; H 0.2355; H 0.4843; H 0.2235; H 0.1999; H 0.2373; C -0.3923



(7)
Molecular formula: C2H4N2O2
Method: DFT, ωB97M-V/def2-TZVPD

Positions of all 10 atoms, in Å:
H (-1.08253, 0.58321, 1.90788)
O (1.60195, 1.04904, 1.32201)
C (0.18830, -0.94780, -1.12909)
O (-1.05568, -1.09577, -0.86381)
N (-0.67659, 0.43101, 0.99148)
H (0.14799, 0.94664, -1.24711)
H (0.77341, -1.85396, -1.32445)
C (0.57963, 0.66529, 0.90318)
N (0.83345, 0.20486, -1.08156)
H (-1.15230, -0.30643, 0.03368)

Atoms 1-2, force components in eV/Å:
H 0.10 -0.02 -0.07
O -0.71 -0.29 -0.37

- energy above the lowest of the compared OMol25 structures with the same formula, charge and spin (eV) = 2.7293
- HOMO-LUMO gap (eV) = 10.62

The natural (NBO) scheme yields these atomic charges, measured in e: H 0.4210; O -0.4706; C 0.5058; O -0.6674; N -0.8871; H 0.3543; H 0.1511; C 0.9053; N -0.7844; H 0.4722



- What is the formula in the first record?
  C6H9MgO4



- Among the records above, which one has the lowest energy above the lowest of the compared OMol25 structures with the same formula, charge and spin?
  C7H17NO2